The following is a DFT calculation (the ωB97M-V functional and the def2-TZVPD basis) of a cluster of 15 separate species, C6H42NO14 in total.

```
! wB97M-V def2-TZVPD RIJCOSX def2/J DEFGRID3
* xyz 1 1
C 1.215 1.455 -1.943
C 0.843 0.439 -0.962
C 0.214 1.091 0.215
C -0.467 0.055 1.158
C -1.254 -0.185 3.549
C -0.714 0.532 2.463
N -0.126 -0.563 -1.655
H 1.796 2.281 -1.387
H 1.997 1.293 -2.643
H 0.289 1.946 -2.489
H 1.773 -0.063 -0.693
H 0.995 1.687 0.809
H -0.544 1.902 -0.013
H 0.184 -0.888 1.017
H -1.539 0.068 0.793
H -1.439 -1.297 3.600
H -1.934 0.219 4.191
H -0.721 1.618 2.493
H -0.841 -0.023 -2.060
H -0.446 -1.365 -0.968
H 0.422 -1.182 -2.392
H -0.982 -3.306 0.629
H -2.240 -2.395 0.190
O -1.382 -2.817 -0.155
H 1.586 0.117 2.501
H 1.812 -1.072 3.408
O 2.143 -0.613 2.668
H 3.759 1.373 1.361
H 3.256 -0.046 1.190
O 3.200 0.760 0.837
H -0.939 -3.303 -1.587
H -0.920 -4.561 -2.532
O -0.601 -3.670 -2.380
H 1.372 -3.707 1.451
H 1.346 -2.188 1.484
O 0.774 -3.015 1.547
H 2.337 4.893 1.338
H 3.326 4.286 0.392
O 3.063 4.310 1.383
H 0.702 -3.058 -3.348
H 1.498 -2.319 -4.475
O 1.351 -2.314 -3.511
H -4.646 0.927 -0.656
H -3.727 1.211 0.562
O -3.894 0.580 -0.154
H 4.619 0.602 -2.093
H 3.590 0.362 -0.943
O 3.797 0.247 -1.884
H 1.763 -2.842 -1.066
H 2.699 -1.877 -1.866
O 2.565 -2.256 -1.016
H -2.242 2.462 1.608
H -2.947 1.814 2.736
O -3.081 2.006 1.836
H -2.160 1.549 -1.300
H -2.502 1.508 -2.767
O -1.794 1.523 -2.188
H -0.759 4.132 1.041
H -2.169 3.817 0.211
O -1.302 3.555 0.593
H -4.047 -1.089 0.453
H -4.041 -2.602 1.083
O -3.888 -2.007 0.336
*
```

## Properties
Orbital gap (eV): 9.6
ΔE to the lowest compared entry with this formula, charge and spin (kcal/mol): 125.3

---

The following is a DFT calculation (the ωB97M-V functional and the def2-TZVPD basis) of a cluster of 15 separate species, C6H42NO19S in total.

```
! wB97M-V def2-TZVPD RIJCOSX def2/J DEFGRID3
* xyz -1 1
C -5.042 -1.640 -3.080
O -4.421 -0.335 -2.853
C -2.981 -0.394 -2.642
C -2.546 0.803 -1.958
N -1.196 0.697 -1.387
H -0.836 1.737 -0.911
H -1.011 -0.110 -0.695
C -0.033 0.560 -2.323
C 0.105 1.668 -3.309
O 1.269 1.537 -4.070
C 1.376 2.622 -5.095
H -5.910 -1.614 -3.454
H -5.066 -2.454 -2.276
H -4.468 -1.999 -3.863
H -2.498 -0.793 -3.604
H -2.820 -1.194 -1.917
H -3.124 0.842 -1.098
H -2.528 1.723 -2.738
H -0.346 -0.342 -2.989
H 0.820 0.483 -1.740
H 0.234 2.544 -2.689
H -0.598 1.838 -4.180
H 0.661 2.393 -5.812
H 2.351 2.801 -5.488
H 1.106 3.391 -4.523
S 0.878 -0.226 1.368
O 0.257 -0.227 2.697
O 2.098 -1.033 1.524
O 0.002 -0.894 0.495
O 1.246 1.111 0.833
O -1.881 1.376 3.110
H -1.022 0.925 2.993
H -2.307 0.600 2.757
O -0.177 -2.893 -1.351
H 0.719 -3.000 -1.568
H -0.003 -2.164 -0.693
O 1.542 3.175 2.505
H 1.320 2.505 1.757
H 2.161 3.635 1.973
O 2.459 -3.458 2.055
H 3.066 -3.762 1.350
H 2.342 -2.533 1.910
O 4.359 -0.659 2.608
H 3.533 -0.913 2.141
H 4.398 0.259 2.877
O 0.029 -4.370 1.081
H -0.277 -3.729 0.361
H 0.828 -3.998 1.363
O -2.705 -0.922 0.910
H -3.305 -1.664 0.583
H -1.717 -1.041 1.093
O 2.698 -2.183 -0.822
H 2.920 -1.428 -1.312
H 2.592 -1.843 0.120
O 2.781 2.333 -0.668
H 2.694 3.372 -0.586
H 2.183 1.827 -0.042
O 1.574 2.201 5.172
H 1.405 1.243 4.955
H 1.435 2.596 4.317
O -0.901 -2.227 3.738
H -0.585 -1.472 3.243
H -0.416 -2.249 4.604
O 0.966 -0.401 5.218
H 0.653 -0.434 4.260
H 1.771 -0.932 5.031
O -0.697 2.958 -0.126
H -1.196 3.539 0.463
H -0.219 2.236 0.399
*
```

## Properties
Orbital gap (eV): 9.0
ΔE to the lowest compared entry with this formula, charge and spin (kcal/mol): 0.0

---

no.,LUMO energy (hartree)
1,-0.092
2,0.072